Entry 1:
Entry from OMol25: C4H6MnO2 as an isolated structure (ωB97M-V with the def2-TZVPD basis set).

Values from the calculation:
LUMO energy (spin up / spin down)   -1.1 / -1.2 eV
Frontier orbital gap (spin up / spin down)   6.4 / 6.6 eV
Energy above the lowest of the compared OMol25 structures with the same formula, charge and spin   123.2 kJ/mol
Spin multiplicity   6

Each line ends with the Löwdin charge.
CARTESIAN COORDINATES (ANGSTROEM)
Mn  0.723  0.882  1.736  0.821
O  0.411  -2.559  -2.021  -0.067
O  -0.945  1.426  2.223  -0.661
C  0.120  0.775  -0.474  -0.219
C  -0.240  -1.584  -1.235  -0.278
C  0.486  -0.260  -1.451  -0.222
C  -0.675  1.607  0.046  -0.027
H  1.573  -0.434  -1.389  0.117
H  -0.214  -1.860  -0.166  0.116
H  0.244  0.125  -2.455  0.125
H  0.051  -3.427  -1.817  0.087
H  -1.297  -1.476  -1.531  0.128
H  -0.933  2.662  -0.060  0.079

---

Entry 2:
Entry from OMol25: a 6-piece molecular cluster, H12O6 overall (ωB97M-V with the def2-TZVPD basis set).

Values from the calculation:
LUMO energy   0.4 eV
SMILES string   O.O.O.O.O.O
Frontier orbital gap   11.3 eV
Energy above the lowest of the compared OMol25 structures with the same formula, charge and spin   253.0 kJ/mol

Each line ends with the Löwdin charge.
CARTESIAN COORDINATES (ANGSTROEM)
O  16.788  -8.093  27.802  0.054
O  18.942  -9.895  27.524  -0.067
O  19.065  -14.150  26.175  -0.068
O  17.350  -12.130  26.911  -0.090
O  21.089  -12.053  26.877  0.012
O  21.271  -9.345  29.103  -0.047
H  18.777  -10.840  27.503  -0.001
H  21.069  -9.584  29.959  -0.002
H  21.224  -8.305  29.178  0.135
H  18.536  -13.683  26.859  0.018
H  16.240  -8.767  27.831  -0.055
H  16.847  -11.396  27.261  0.034
H  21.683  -12.626  26.386  0.056
H  18.852  -15.058  26.070  0.011
H  21.754  -11.827  27.394  -0.055
H  17.553  -11.824  25.935  0.140
H  17.569  -8.497  27.739  -0.080
H  19.757  -9.690  28.012  0.005

---

Entry 3:
Entry from OMol25: a 2-piece molecular cluster, C27H20Cl2N3O4 overall (ωB97M-V with the def2-TZVPD basis set).

Values from the calculation:
LUMO energy   -0.3 eV
Frontier orbital gap   2.3 eV
Total charge   -1

Each line ends with the Löwdin charge.
CARTESIAN COORDINATES (ANGSTROEM)
Cl  3.094  0.786  2.819  0.719
Cl  3.049  -2.303  3.142  0.710
O  0.240  1.622  3.668  0.067
O  0.190  -3.252  3.419  0.052
O  -1.659  3.714  -2.591  0.003
O  -3.820  3.025  -2.592  0.087
N  -3.174  1.115  2.192  0.209
N  -3.468  4.456  0.020  0.079
N  -3.152  -2.581  2.610  0.174
C  -2.824  3.365  -1.971  -0.427
C  0.331  0.654  2.918  -0.370
C  -2.179  3.681  -5.098  -0.031
C  -3.127  4.320  3.560  -0.048
C  -5.769  6.006  2.475  -0.043
C  -2.791  3.489  -0.453  -0.046
C  -2.125  0.613  2.276  -0.163
C  0.086  3.610  -4.305  -0.044
C  -7.033  6.459  0.009  -0.095
C  1.621  -1.416  2.829  -0.612
C  -3.778  4.975  1.202  -0.167
C  -0.868  -1.390  2.451  -0.130
C  1.621  -0.057  2.720  -0.624
C  -1.326  1.626  -3.751  -0.035
C  0.300  -2.134  2.936  -0.395
C  -2.778  4.756  2.273  -0.169
C  -5.725  5.973  0.060  -0.042
C  -7.746  6.647  1.208  -0.119
C  -0.857  -0.019  2.368  -0.100
C  -1.419  4.761  1.908  -0.053
C  -7.111  6.422  2.442  -0.101
C  -0.787  4.036  4.115  -0.114
C  -2.134  3.958  4.475  -0.084
C  -0.434  4.346  2.792  -0.090
C  -1.324  3.148  -3.934  -0.529
C  -2.105  -2.075  2.496  -0.183
C  -5.075  5.695  1.282  -0.143
H  -7.652  6.614  3.374  0.095
H  -8.759  7.050  1.198  0.087
H  0.595  4.311  2.463  0.100
H  -0.785  1.417  -2.814  0.098
H  -0.805  1.095  -4.565  0.086
H  0.062  4.540  -4.891  0.071
H  -4.175  4.237  3.840  0.098
H  -5.256  5.896  3.428  0.086
H  0.539  2.862  -4.969  0.087
H  -7.474  6.708  -0.958  0.095
H  -5.212  5.756  -0.871  0.101
H  0.724  3.774  -3.433  0.089
H  -2.401  3.599  5.478  0.105
H  -1.678  4.543  -5.575  0.066
H  -0.047  3.881  4.906  0.101
H  -2.337  2.680  0.135  0.111
H  -3.197  4.005  -4.850  0.083
H  -2.346  1.228  -3.641  0.087
H  -1.155  5.158  0.933  0.112
H  -2.196  2.937  -5.913  0.092

---

Entry 4:
Entry from OMol25: a 11-piece molecular cluster, C45H62N4O15 overall (ωB97M-V with the def2-TZVPD basis set).

Values from the calculation:
LUMO energy   -0.8 eV
SMILES string   O=[N+]([O-])c1ccccc1.O=[N+]([O-])c1ccccc1.O=[N+]([O-])c1ccccc1.O=[N+]([O-])c1ccccc1.CC(C)=O.CC(C)=O.CC(C)=O.CC(C)=O.CC(C)=O.CC(C)=O.CC(C)=O
Frontier orbital gap   8.7 eV

Each line ends with the Löwdin charge.
CARTESIAN COORDINATES (ANGSTROEM)
O  -2.614  4.249  -6.283  0.054
O  8.889  0.319  -0.110  0.075
O  7.270  -0.163  1.228  0.067
O  7.217  3.475  -8.641  0.076
O  3.124  -0.904  4.929  0.014
O  -5.725  -2.955  -2.210  0.056
O  5.985  -7.319  -1.904  0.057
O  -5.803  5.148  -1.263  0.055
O  -0.105  1.259  -0.037  0.071
O  -9.775  -1.414  1.938  0.060
O  5.485  4.708  -8.257  0.069
O  -2.756  -3.254  5.150  0.044
O  -8.053  -2.583  2.596  0.092
O  1.900  -2.753  -4.823  0.058
O  -3.721  -4.258  6.849  0.075
N  -8.735  -1.593  2.594  -0.343
N  -3.139  -3.297  6.350  -0.311
N  7.889  0.618  0.515  -0.340
N  6.204  3.738  -8.003  -0.340
C  -8.202  -0.429  3.374  -0.113
C  5.074  3.491  -5.831  0.012
C  -4.828  4.087  0.651  -0.019
C  6.391  2.526  1.091  -0.005
C  -6.591  5.940  0.846  -0.036
C  1.102  -1.014  -6.267  -0.028
C  6.637  4.714  0.058  -0.073
C  4.260  -5.851  -1.161  -0.023
C  -5.974  -4.138  -2.292  -0.503
C  4.830  2.700  -4.710  -0.062
C  -2.889  -0.949  9.353  -0.073
C  3.322  -3.277  4.504  -0.016
C  -9.097  0.540  3.779  -0.021
C  -1.452  -0.175  7.563  -0.054
C  5.880  2.957  -6.837  -0.173
C  -8.633  1.609  4.501  -0.069
C  6.574  -5.038  -1.911  -0.032
C  -6.809  -0.287  3.624  0.003
C  -7.359  -4.653  -2.633  -0.016
C  -7.269  1.739  4.753  -0.081
C  -2.015  -0.018  8.869  -0.067
C  -5.728  5.141  -0.045  -0.496
C  -2.223  4.153  -5.126  -0.487
C  7.424  2.022  0.301  -0.148
C  5.172  -1.920  5.533  -0.039
C  -6.366  0.799  4.329  -0.090
C  8.074  2.867  -0.549  -0.010
C  6.391  1.702  -6.780  -0.018
C  -2.768  -2.194  7.275  -0.140
C  7.719  4.233  -0.662  -0.054
C  6.008  3.869  0.988  -0.058
C  0.080  0.103  0.211  -0.541
C  -0.391  -2.086  -4.543  -0.028
C  6.185  0.905  -5.677  -0.050
C  1.423  -0.512  0.116  -0.023
C  3.830  -1.938  5.064  -0.480
C  5.469  1.460  -4.622  -0.075
C  5.617  -6.172  -1.726  -0.507
C  -1.540  5.266  -4.430  -0.032
C  -1.089  -0.784  0.527  -0.019
C  -2.384  2.836  -4.377  -0.021
C  -3.326  -1.989  8.519  -0.003
C  0.993  -2.016  -5.171  -0.497
C  -4.865  -5.117  -1.958  -0.028
C  -1.826  -1.274  6.832  -0.029
H  -1.420  -1.367  -0.332  0.085
H  -1.955  -0.170  0.777  0.082
H  4.604  4.462  -5.870  0.118
H  4.296  -5.973  -0.079  0.087
H  -5.304  0.929  4.475  0.110
H  5.904  1.887  1.812  0.114
H  6.207  -4.340  -2.664  0.083
H  2.751  -3.156  3.583  0.080
H  -5.126  -5.833  -1.179  0.084
H  5.710  -2.837  5.295  0.083
H  1.921  -0.478  1.085  0.092
H  6.968  1.348  -7.621  0.125
H  5.201  -1.703  6.601  0.105
H  5.183  4.239  1.579  0.104
H  -10.146  0.574  3.524  0.123
H  4.212  3.021  -3.884  0.105
H  -6.117  -1.094  3.433  0.118
H  3.987  -4.821  -1.389  0.079
H  -7.243  -5.478  -3.336  0.079
H  1.491  -0.080  -5.863  0.090
H  3.586  -6.645  -1.482  0.087
H  -0.429  -3.054  -4.043  0.076
H  8.903  2.569  -1.173  0.118
H  -4.665  4.444  1.668  0.068
H  -4.111  -2.643  8.867  0.119
H  1.355  -1.460  -0.417  0.087
H  -7.762  -3.851  -3.253  0.081
H  -9.264  2.425  4.822  0.108
H  4.156  -3.973  4.421  0.067
H  5.715  -1.147  4.989  0.102
H  -3.301  2.837  -3.787  0.088
H  -3.928  4.010  0.039  0.079
H  -1.684  0.832  9.448  0.103
H  -7.905  -4.794  -1.700  0.094
H  -3.345  -0.786  10.319  0.108
H  -3.967  -4.548  -1.717  0.076
H  -0.802  5.729  -5.086  0.087
H  -0.669  -1.314  -3.826  0.081
H  -1.179  -2.189  -5.289  0.080
H  1.797  -1.412  -7.007  0.088
H  -4.610  -5.679  -2.856  0.078
H  -7.169  5.208  1.411  0.090
H  -0.974  4.991  -3.540  0.075
H  -1.223  -1.269  5.936  0.119
H  7.582  -5.317  -2.219  0.084
H  2.669  -3.772  5.223  0.084
H  -7.368  6.482  0.308  0.086
H  -6.853  2.604  5.248  0.105
H  -0.786  -1.445  1.338  0.084
H  0.158  -0.797  -6.766  0.080
H  8.256  4.906  -1.314  0.106
H  -5.975  6.602  1.454  0.091
H  -5.301  3.106  0.698  0.082
H  6.241  5.713  -0.047  0.105
H  -2.385  1.984  -5.058  0.076
H  5.171  0.893  -3.753  0.102
H  2.031  0.120  -0.531  0.081
H  -0.791  0.606  7.216  0.108
H  6.637  -4.513  -0.958  0.086
H  -1.538  2.646  -3.718  0.069
H  6.480  -0.132  -5.621  0.112
H  -2.246  6.052  -4.161  0.092

---

Entry 5:
Entry from OMol25: one molecule with the formula C4H3NO (ωB97M-V with the def2-TZVPD basis set).

Values from the calculation:
LUMO energy (spin up / spin down)   -0.4 / -0.4 eV
SMILES string   O=C[C@@H]1C2=N[C@H]21
Frontier orbital gap (spin up / spin down)   9.0 / 9.0 eV
Energy above the lowest of the compared OMol25 structures with the same formula, charge and spin   407.8 kJ/mol

Each line ends with the Löwdin charge.
CARTESIAN COORDINATES (ANGSTROEM)
O  -2.410  0.005  0.364  0.071
N  2.192  0.236  0.199  0.062
C  -1.445  0.120  -0.329  -0.158
C  0.029  0.207  0.503  -0.188
C  1.219  1.070  0.072  -0.029
C  1.134  -0.688  0.040  -0.110
H  0.964  -1.238  -0.964  0.133
H  -1.347  0.060  -1.388  0.104
H  -0.337  0.228  1.503  0.115

---

Entry 6:
Entry from OMol25: C9H11N2O2P as an isolated structure (ωB97M-V with the def2-TZVPD basis set).

Values from the calculation:
LUMO energy (spin up / spin down)   0.6 / -3.5 eV
Frontier orbital gap (spin up / spin down)   6.3 / 5.8 eV
Spin multiplicity   3

Each line ends with the Löwdin charge.
CARTESIAN COORDINATES (ANGSTROEM)
P  -1.847  -0.264  0.549  0.545
O  -0.397  3.148  0.106  0.110
O  -3.010  -1.141  0.477  -0.324
N  -1.869  1.074  -0.370  -0.211
N  -0.414  -0.999  -0.022  -0.127
C  2.097  1.700  0.315  -0.017
C  0.841  1.074  0.152  -0.126
C  3.198  -0.396  0.077  -0.104
C  -2.958  2.007  -0.459  -0.162
C  3.261  0.980  0.293  -0.041
C  0.771  -0.334  0.014  -0.217
C  -0.466  -2.417  -0.298  -0.060
C  1.990  -1.034  -0.063  -0.012
C  -0.241  1.983  0.061  -0.272
H  -1.461  0.009  1.876  0.060
H  4.110  -0.973  0.031  0.099
H  -3.898  1.463  -0.363  0.076
H  -2.920  2.495  -1.435  0.081
H  1.982  -2.100  -0.213  0.104
H  0.045  -2.651  -1.234  0.104
H  2.111  2.774  0.438  0.119
H  -2.908  2.778  0.316  0.075
H  4.212  1.471  0.425  0.118
H  -1.518  -2.684  -0.389  0.077
H  -0.027  -3.004  0.515  0.106

---

Entry 7:
Entry from OMol25: one molecule with the formula C5H10IN (ωB97M-V with the def2-TZVPD basis set).

Values from the calculation:
LUMO energy   0.1 eV
SMILES string   [H]/N=C/[C@@](C)(I)CC
Frontier orbital gap   9.6 eV
Energy above the lowest of the compared OMol25 structures with the same formula, charge and spin   27.2 kJ/mol

Each line ends with the Löwdin charge.
CARTESIAN COORDINATES (ANGSTROEM)
I  -0.507  -0.304  3.194  0.780
N  2.254  0.823  0.585  0.124
C  -1.145  -0.109  0.140  -0.313
C  1.027  0.851  0.903  -0.388
C  0.771  -1.617  0.613  -0.141
C  -0.827  0.722  -1.098  -0.121
C  0.088  -0.311  1.036  -0.851
H  -0.115  -2.265  0.512  0.061
H  1.160  -1.490  -0.440  0.102
H  1.541  -2.190  1.219  0.100
H  0.458  1.753  0.990  0.101
H  -1.628  -1.084  -0.112  0.108
H  0.313  0.909  -1.094  0.091
H  -1.238  1.735  -1.180  0.069
H  -1.384  0.244  -1.933  0.083
H  2.743  1.720  0.532  0.064
H  -2.016  0.500  0.763  0.132

---

no.,total energy (eV),maximum force (eV Å⁻¹)
1,-39654.3849,1.98
2,-12478.4913,7.27
3,-66025.4619,2.44
4,-84329.2627,5.43
5,-7728.5172,4.37
6,-25872.7872,3.60
7,-14936.3086,4.29